1.
{
  "formula": "C20H28N2O4S",
  "method": "wB97M-V/def2-TZVPD",
  "charge": 0,
  "relative_energy_kcal_mol": 31.67,
  "homo_ev": -7.719,
  "homo_lumo_gap_ev": 8.08,
  "smiles": "CCOCCCNC(=S)N1CCC(C(=O)c2ccc3c(c2)OCCO3)CC1",
  "symbols": ["C", "C", "O", "C", "C", "C", "N", "C", "S", "N", "C", "C", "C", "C", "O", "C", "C", "C", "C", "C", "C", "O", "C", "C", "O", "C", "C", "H", "H", "H", "H", "H", "H", "H", "H", "H", "H", "H", "H", "H", "H", "H", "H", "H", "H", "H", "H", "H", "H", "H", "H", "H", "H", "H", "H"],
  "xyz": [[6.6607, 3.2217, 1.2265], [5.7333, 2.7052, 0.1286], [4.7829, 1.7644, 0.5882], [5.2737, 0.4574, 0.8210], [5.5034, -0.3570, -0.4604], [4.3550, -0.1766, -1.4636], [3.0525, -0.2555, -0.8462], [2.5108, -1.4422, -0.4720], [3.1711, -2.8668, -1.0180], [1.4296, -1.4276, 0.3468], [0.6691, -2.6423, 0.5630], [-0.4858, -2.7266, -0.4347], [-1.3764, -1.4744, -0.4199], [-2.2522, -1.4012, 0.8231], [-1.8618, -1.7696, 1.9113], [-3.6161, -0.8425, 0.6620], [-4.5293, -1.0719, 1.6958], [-5.8234, -0.6120, 1.6132], [-6.2384, 0.1152, 0.5016], [-5.3153, 0.4038, -0.5123], [-4.0229, -0.0901, -0.4364], [-5.6487, 1.1750, -1.5963], [-6.8495, 1.8943, -1.4217], [-7.9281, 0.9834, -0.8388], [-7.5382, 0.5229, 0.4375], [-0.5048, -0.2055, -0.4861], [0.5985, -0.2642, 0.5732], [6.0735, 3.6006, 2.0592], [7.2766, 4.0252, 0.8320], [7.3153, 2.4343, 1.5921], [5.1338, 3.5328, -0.2622], [6.3255, 2.2866, -0.6952], [6.1963, 0.4808, 1.4126], [4.5004, -0.0240, 1.4268], [6.4373, -0.0686, -0.9446], [5.5770, -1.4082, -0.1810], [4.4208, 0.8047, -1.9391], [4.4180, -0.9530, -2.2289], [2.8336, 0.5627, -0.2960], [1.3330, -3.4980, 0.4356], [0.2862, -2.6281, 1.5848], [-1.0884, -3.6083, -0.2132], [-0.0664, -2.8415, -1.4371], [-2.0240, -1.5113, -1.2995], [-4.2000, -1.6358, 2.5546], [-6.5422, -0.8060, 2.3928], [-3.3570, 0.1596, -1.2461], [-7.1336, 2.2667, -2.4067], [-6.6834, 2.7401, -0.7403], [-8.8693, 1.5171, -0.7015], [-8.0825, 0.1286, -1.5110], [-1.1173, 0.6850, -0.3331], [-0.0421, -0.1447, -1.4742], [1.1790, 0.6591, 0.5685], [0.1501, -0.3739, 1.5653]],
  "nbo_charge": [-0.638, -0.061, -0.558, -0.072, -0.455, -0.222, -0.618, 0.313, -0.309, -0.433, -0.238, -0.403, -0.325, 0.580, -0.566, -0.111, -0.173, -0.246, 0.231, 0.274, -0.256, -0.496, -0.098, -0.098, -0.475, -0.402, -0.221, 0.213, 0.214, 0.204, 0.185, 0.161, 0.174, 0.190, 0.202, 0.238, 0.197, 0.241, 0.398, 0.253, 0.223, 0.219, 0.221, 0.222, 0.236, 0.230, 0.226, 0.205, 0.180, 0.205, 0.182, 0.214, 0.220, 0.200, 0.225]
}

2.
{
  "formula": "C20H28N2SiV",
  "method": "wB97M-V/def2-TZVPD",
  "charge": 1,
  "homo_ev": [-10.802, -10.803],
  "spin_multiplicity": 3,
  "homo_lumo_gap_ev": [7.51, 7.76],
  "s_squared": 2.02,
  "symbols": ["C", "C", "C", "H", "C", "C", "H", "H", "H", "H", "V", "C", "H", "H", "H", "Si", "C", "C", "H", "C", "H", "C", "H", "C", "H", "C", "H", "C", "C", "H", "C", "H", "C", "H", "C", "H", "C", "H", "H", "H", "N", "C", "C", "N", "H", "H", "H", "H", "H", "H", "H", "H"],
  "xyz": [[0.6837, 1.9277, 4.4585], [1.0949, 2.3335, 3.1416], [-0.0891, 2.6036, 2.3692], [2.1254, 2.4827, 2.8072], [-1.2367, 2.2998, 3.1898], [-0.7575, 1.8989, 4.4833], [-1.3736, 1.7250, 5.3749], [1.3377, 1.7777, 5.3245], [-0.1155, 2.9610, 1.3353], [-2.2812, 2.4164, 2.8984], [-0.0632, 0.4248, 2.8769], [-0.4181, -0.2229, 0.8584], [-1.3713, 0.2511, 0.6053], [-0.4548, -1.3173, 0.7803], [0.4225, 0.2128, 0.3073], [-0.5305, -1.4840, -2.8396], [1.1932, -1.3375, -3.4703], [1.8536, -0.1166, -3.2563], [1.3192, 0.7226, -2.7860], [3.1964, 0.0365, -3.6276], [3.7001, 0.9877, -3.4311], [3.8887, -1.0128, -4.2331], [4.9385, -0.8976, -4.5080], [3.2227, -2.2289, -4.4825], [3.7604, -3.0507, -4.9573], [1.8817, -2.3842, -4.1133], [1.3605, -3.3327, -4.3181], [-1.5375, -0.0543, -3.4318], [-1.3619, 0.5894, -4.6740], [-0.6159, 0.2192, -5.3939], [-2.1253, 1.7226, -4.9948], [-1.9617, 2.2395, -5.9481], [-3.0895, 2.2048, -4.1032], [-3.6801, 3.0900, -4.3459], [-3.3054, 1.5306, -2.8872], [-4.0576, 1.8924, -2.1865], [-2.5521, 0.3949, -2.5727], [-2.7373, -0.1469, -1.6322], [-0.6083, -1.7987, -1.3913], [-1.1544, -2.6707, -3.4903], [1.4171, -0.7521, 3.7476], [0.8195, -1.9838, 4.3464], [-0.4946, -1.6062, 4.9832], [-1.2895, -0.8168, 3.9850], [2.1503, -0.9998, 3.0855], [1.9337, -0.2634, 4.4973], [0.6894, -2.7311, 3.5482], [1.5006, -2.4137, 5.0881], [-1.0519, -2.4991, 5.2831], [-0.3486, -0.9870, 5.8832], [-2.0743, -0.3523, 4.4610], [-1.7521, -1.4846, 3.3555]],
  "nbo_charge": [-0.304, -0.332, -0.279, 0.263, -0.325, -0.310, 0.249, 0.248, 0.271, 0.265, 1.241, -1.105, 0.236, 0.213, 0.232, 1.160, -0.502, -0.143, 0.201, -0.237, 0.214, -0.201, 0.221, -0.209, 0.221, -0.189, 0.221, -0.494, -0.128, 0.214, -0.228, 0.221, -0.202, 0.221, -0.217, 0.212, -0.205, 0.204, -0.174, -0.176, -0.817, -0.240, -0.234, -0.815, 0.413, 0.409, 0.223, 0.229, 0.231, 0.215, 0.414, 0.407]
}

3.
{
  "formula": "C20H28N2SiW",
  "method": "wB97M-V/def2-TZVPD",
  "charge": 2,
  "relative_energy_kcal_mol": 219.88,
  "homo_ev": [-12.283, -12.093],
  "spin_multiplicity": 3,
  "homo_lumo_gap_ev": [4.53, 4.34],
  "s_squared": 2.01,
  "symbols": ["C", "C", "C", "H", "C", "C", "H", "H", "H", "H", "W", "C", "H", "H", "H", "Si", "C", "C", "H", "C", "H", "C", "H", "C", "H", "C", "H", "C", "C", "H", "C", "H", "C", "H", "C", "H", "C", "H", "H", "H", "N", "C", "C", "N", "H", "H", "H", "H", "H", "H", "H", "H"],
  "xyz": [[1.2030, -0.5455, 0.0697], [1.6963, 0.3923, 0.9969], [1.2380, 0.0615, 2.2731], [2.3549, 1.2101, 0.7650], [0.6518, -1.2183, 2.2214], [0.6662, -1.6603, 0.8400], [0.3028, -2.6138, 0.4776], [1.3408, -0.4790, -0.9825], [1.4909, 0.6117, 3.1994], [0.3061, -1.8059, 3.1167], [-0.9445, -0.0164, 0.9320], [-1.6369, 2.0978, 0.5558], [-1.9282, 2.5775, 1.4879], [-2.5112, 1.8047, -0.1663], [-1.5190, 3.0260, -0.0631], [1.2712, 3.7553, -1.4504], [0.6851, 4.1821, -3.1282], [1.6122, 3.4737, -3.9338], [2.2755, 2.7251, -3.5141], [1.4977, 3.5683, -5.3255], [2.3753, 3.2108, -5.8858], [0.2671, 4.0328, -5.8242], [0.0238, 3.8166, -6.8450], [-0.6930, 4.6919, -5.0320], [-1.5090, 5.2561, -5.4767], [-0.5658, 4.5952, -3.6336], [-1.4368, 4.6995, -2.9632], [1.5979, 4.4092, 0.1705], [2.8943, 4.7598, -0.3960], [3.1170, 4.8390, -1.5283], [3.9924, 4.8599, 0.5019], [4.9584, 5.2570, 0.1367], [3.7682, 4.4942, 1.8418], [4.5996, 4.6040, 2.5423], [2.5760, 3.9526, 2.3110], [2.4191, 3.7030, 3.3532], [1.5012, 3.7619, 1.4015], [0.7384, 3.0400, 1.5926], [-0.5821, 1.8787, 0.8377], [2.6459, 3.6844, -1.5152], [-2.9528, -0.4185, 0.9686], [-3.0446, -1.3577, -0.1273], [-2.6704, -0.6729, -1.4177], [-1.2955, -0.1024, -1.2335], [-3.4147, 0.4802, 0.8444], [-3.0445, -0.6834, 1.9523], [-2.3409, -2.1939, 0.0521], [-4.0357, -1.7737, -0.0924], [-2.7279, -1.3224, -2.2943], [-3.3332, 0.1427, -1.7085], [-0.6309, -0.6026, -1.8398], [-1.1941, 0.8334, -1.6529]],
  "nbo_charge": [-0.336, -0.216, -0.298, 0.241, -0.299, -0.386, 0.264, 0.228, 0.266, 0.279, 0.789, -1.060, 0.279, 0.263, 0.284, 1.540, -0.582, -0.173, 0.238, -0.208, 0.255, -0.106, 0.244, -0.196, 0.254, -0.144, 0.233, -0.528, -0.294, 0.283, -0.163, 0.261, -0.152, 0.252, -0.192, 0.246, -0.137, 0.212, 0.286, -0.156, -0.817, -0.249, -0.251, -0.815, 0.396, 0.447, 0.233, 0.240, 0.249, 0.214, 0.408, 0.374]
}

4.
{
  "formula": "C20H28N4O3",
  "method": "wB97M-V/def2-TZVPD",
  "charge": 0,
  "relative_energy_kcal_mol": 18.97,
  "homo_ev": -8.575,
  "homo_lumo_gap_ev": 9.19,
  "smiles": "CC/C(NCCCN(CC)CC)=C1\\C(=O)NC(=O)N(c2ccccc2)C1=O",
  "symbols": ["C", "C", "C", "N", "C", "C", "C", "N", "C", "C", "C", "C", "C", "C", "O", "N", "C", "O", "N", "C", "C", "C", "C", "C", "C", "C", "O", "H", "H", "H", "H", "H", "H", "H", "H", "H", "H", "H", "H", "H", "H", "H", "H", "H", "H", "H", "H", "H", "H", "H", "H", "H", "H", "H", "H"],
  "xyz": [[1.1975, 3.1276, -0.6823], [1.3715, 1.6208, -0.4655], [0.0369, 0.9474, -0.4064], [-0.5706, 0.8554, 0.7618], [-0.1137, 1.2588, 2.0656], [0.2986, 0.0450, 2.9232], [1.7284, 0.1845, 3.4531], [2.6985, 0.3367, 2.3828], [3.9621, 0.9317, 2.8009], [4.4980, 1.8893, 1.7382], [2.8780, -0.8490, 1.5558], [3.2708, -2.1397, 2.2841], [-0.6002, 0.4376, -1.5612], [0.0047, 0.5629, -2.8713], [1.0405, 1.1311, -3.1653], [-0.7014, -0.0474, -3.9039], [-1.9108, -0.6849, -3.8563], [-2.4424, -1.1442, -4.8375], [-2.4627, -0.7396, -2.5920], [-3.7417, -1.3743, -2.4701], [-4.8384, -0.6338, -2.0585], [-6.0720, -1.2493, -1.9467], [-6.2109, -2.5917, -2.2558], [-5.1121, -3.3235, -2.6724], [-3.8718, -2.7194, -2.7758], [-1.8755, -0.2341, -1.4393], [-2.4781, -0.4031, -0.3755], [0.5608, 3.5673, 0.0831], [0.7518, 3.3100, -1.6560], [2.1681, 3.6154, -0.6550], [1.9431, 1.2240, -1.3014], [1.9176, 1.4315, 0.4579], [-1.4736, 0.3582, 0.7242], [-0.9401, 1.7907, 2.5451], [0.7308, 1.9403, 1.9817], [0.2083, -0.8622, 2.3261], [-0.3703, -0.0615, 3.7774], [1.7720, 1.0875, 4.0684], [1.9499, -0.6712, 4.1104], [4.7223, 0.1683, 3.0183], [3.7986, 1.4958, 3.7221], [5.4382, 2.3203, 2.0728], [4.6714, 1.3755, 0.7968], [3.7888, 2.6943, 1.5649], [3.6496, -0.6091, 0.8217], [1.9513, -1.0240, 1.0026], [4.1369, -1.9821, 2.9232], [2.4529, -2.5150, 2.8942], [3.5227, -2.9008, 1.5505], [-0.2795, 0.0338, -4.8221], [-4.7213, 0.4130, -1.8230], [-6.9279, -0.6759, -1.6232], [-7.1769, -3.0675, -2.1731], [-5.2184, -4.3700, -2.9160], [-3.0102, -3.2814, -3.1015]],
  "nbo_charge": [-0.593, -0.504, 0.437, -0.534, -0.229, -0.421, -0.203, -0.479, -0.207, -0.609, -0.217, -0.637, -0.451, 0.685, -0.636, -0.644, 0.801, -0.603, -0.511, 0.242, -0.219, -0.208, -0.208, -0.207, -0.219, 0.685, -0.657, 0.196, 0.226, 0.215, 0.270, 0.243, 0.449, 0.208, 0.218, 0.212, 0.216, 0.195, 0.177, 0.171, 0.195, 0.211, 0.204, 0.204, 0.201, 0.193, 0.205, 0.203, 0.220, 0.429, 0.220, 0.214, 0.213, 0.214, 0.222]
}

5.
{
  "formula": "C20H28N4O5",
  "method": "wB97M-V/def2-TZVPD",
  "charge": 0,
  "relative_energy_kcal_mol": 395.94,
  "homo_ev": -9.203,
  "homo_lumo_gap_ev": 9.69,
  "symbols": ["C", "C", "C", "H", "H", "C", "N", "C", "O", "N", "C", "O", "C", "H", "H", "C", "O", "N", "C", "H", "C", "N", "C", "O", "C", "C", "C", "C", "O", "H", "H", "H", "C", "H", "C", "H", "H", "H", "H", "H", "H", "H", "C", "C", "C", "H", "H", "H", "H", "H", "H", "H", "H", "H", "H", "H", "H"],
  "xyz": [[-5.8547, -4.2317, 2.1601], [-4.8070, -3.3151, 2.5924], [-4.5229, -2.3385, 1.3991], [-4.2502, -2.7878, 0.5258], [-5.2621, -1.3903, 1.3890], [-3.0117, -1.3752, 1.7434], [-1.7143, -2.2428, 1.7687], [-1.1276, -1.8001, 0.5790], [-0.0138, -2.2866, 0.3031], [-1.7546, -0.9084, -0.0732], [-2.8884, -0.5922, 0.2522], [-3.6344, 0.4118, -0.1430], [-1.0982, -0.0977, -1.0805], [-1.8396, 0.1566, -1.8869], [-0.5836, -0.9086, -1.8113], [0.0440, 0.7150, -0.6048], [-0.0834, 1.0751, 0.7138], [0.8585, 1.3280, -1.4465], [0.8456, 0.9526, -2.9437], [1.1393, 1.8104, -3.4889], [2.3030, 0.3144, -3.0379], [3.5450, 0.9179, -2.5647], [4.3271, 1.4150, -3.4284], [4.4375, 1.0377, -4.5438], [5.2280, 2.5231, -3.1007], [6.3875, 2.7529, -3.6490], [7.2820, 3.7336, -2.7075], [6.5168, 3.6825, -1.8061], [5.6224, 2.9561, -1.6461], [6.8460, 4.2341, -0.7098], [8.0948, 4.1277, -3.2546], [6.6109, 2.5991, -4.6949], [3.1472, 1.3557, -1.1081], [3.1343, 0.5655, -0.4058], [1.8922, 2.2103, -0.9255], [1.8380, 2.9678, -1.6832], [1.5099, 2.5104, 0.0369], [4.1290, 1.7812, -0.6569], [2.2673, -0.7332, -2.4616], [2.6534, -0.0910, -4.1763], [0.2046, 0.2753, -3.1271], [-1.4154, -2.9803, 2.3463], [-3.1377, -0.5032, 2.9461], [-1.9978, 0.4965, 3.3056], [-0.8228, -0.1381, 3.7075], [-1.2453, -0.8304, 4.8142], [-0.1804, 0.5461, 4.2881], [-0.3786, -0.8578, 3.3078], [-1.8949, 0.9582, 2.1748], [-2.3363, 1.1901, 3.7783], [-3.4136, -1.1863, 3.7668], [-4.2221, 0.0486, 2.7864], [-5.1546, -2.7586, 3.4431], [-3.7931, -3.9587, 2.8379], [-5.6411, -4.8143, 1.3542], [-6.0392, -5.0774, 2.8993], [-6.7442, -3.4452, 1.9469]],
  "nbo_charge": [-0.595, -0.410, -0.368, 0.191, 0.234, 0.133, -0.654, 0.798, -0.639, -0.482, 0.714, -0.625, -0.322, 0.292, 0.229, 0.641, -0.704, -0.382, -0.210, 0.226, -0.260, -0.416, 0.614, -0.592, 0.062, -0.140, -0.379, 0.246, -0.447, 0.145, 0.254, 0.235, -0.256, 0.232, -0.248, 0.200, 0.287, 0.256, 0.206, 0.263, 0.211, 0.436, -0.444, -0.393, -0.495, 0.106, 0.218, 0.197, 0.215, 0.191, 0.209, 0.222, 0.210, 0.178, 0.201, 0.211, 0.201]
}